Molecular formula: C35H50O30
Method: DFT, the ωB97M-V functional and the def2-TZVPD basis

Geometry as XYZ:
```
115
C35H50O30 | OMol25 | the ωB97M-V functional and the def2-TZVPD basis
O 21.30 -12.22 9.48
O 16.32 -7.42 10.64
O 20.42 -11.21 7.77
O 13.99 -7.70 5.54
O 19.09 -6.34 6.40
O 23.47 -5.18 10.73
O 18.05 -6.78 8.39
O 14.76 -8.94 10.61
O 27.26 -9.55 8.64
O 14.24 -5.78 4.77
O 18.50 -4.47 12.60
O 22.24 -6.19 5.06
O 25.68 -10.27 7.27
O 16.78 -6.31 6.56
O 22.22 -7.31 3.19
O 14.84 -7.73 3.53
O 22.70 -0.47 4.68
O 21.22 -0.21 6.40
O 18.50 -3.55 2.93
O 20.92 -7.96 4.76
O 18.10 -2.38 4.84
O 21.23 -4.75 10.66
O 17.19 -4.42 4.37
O 25.75 -8.15 7.61
O 22.14 -6.63 9.79
O 19.63 -6.09 13.86
O 18.28 -6.69 12.24
O 22.00 -2.25 6.11
O 21.21 -9.99 9.40
O 16.42 -9.28 9.06
C 20.68 -0.96 7.43
C 22.94 -9.44 2.17
C 19.29 -5.47 1.68
C 21.16 -13.24 8.55
C 17.93 -3.42 4.17
C 13.68 -5.43 5.99
C 25.14 -6.70 11.49
C 26.33 -9.28 7.87
C 24.37 -6.16 10.30
C 18.81 -5.65 12.81
C 19.40 -7.03 8.60
C 24.73 -9.80 6.34
C 18.07 -4.73 2.30
C 17.85 -6.53 7.11
C 24.97 -8.24 6.41
C 13.82 -6.71 6.62
C 22.01 -0.94 5.58
C 21.52 -3.25 8.11
C 15.57 -7.05 11.75
C 20.42 -12.57 7.50
C 20.91 -11.02 8.96
C 23.50 -7.23 9.73
C 19.80 -7.56 13.76
C 14.45 -8.18 11.83
C 15.88 -8.54 9.97
C 17.36 -5.41 3.46
C 19.01 -7.86 12.54
C 23.24 -10.14 6.52
C 20.90 -2.39 7.00
C 20.72 -8.94 3.65
C 21.86 -7.13 4.37
C 21.65 -8.44 2.55
C 14.46 -7.12 4.52
C 20.09 -6.75 7.35
C 22.23 -5.39 10.41
H 19.61 -0.81 7.53
H 23.40 -8.08 10.40
H 26.16 -6.69 11.11
H 20.62 -13.95 9.18
H 23.50 -8.88 1.42
H 22.70 -9.63 7.32
H 20.79 -12.81 6.50
H 23.98 -7.76 6.44
H 21.18 -9.85 4.04
H 24.98 -10.11 5.33
H 20.84 -5.97 7.48
H 22.06 -13.64 8.06
H 25.48 -7.85 5.52
H 25.26 -6.09 12.39
H 19.58 -8.12 14.67
H 15.12 -6.10 11.48
H 22.66 -10.41 1.77
H 14.58 -6.83 7.39
H 24.91 -5.78 9.43
H 19.80 -6.30 9.30
H 21.18 -0.67 8.35
H 14.69 -8.77 12.71
H 23.57 -9.77 2.99
H 19.03 -6.20 0.91
H 21.12 -8.29 1.61
H 20.50 -7.71 7.03
H 19.62 -8.22 11.71
H 17.37 -4.42 1.53
H 17.91 -6.19 3.98
H 20.01 -4.76 1.26
H 22.43 -3.84 7.98
H 19.65 -8.97 3.43
H 19.69 -8.01 8.98
H 14.34 -4.70 6.47
H 19.43 -13.02 7.39
H 24.89 -7.71 11.82
H 23.25 -11.22 6.62
H 20.86 -7.82 13.69
H 22.58 -9.79 5.72
H 13.50 -7.64 11.88
H 12.64 -5.11 5.95
H 12.83 -6.96 7.01
H 20.01 -5.78 2.43
H 23.82 -7.50 8.73
H 18.35 -8.62 12.96
H 16.15 -6.84 12.65
H 16.46 -5.90 3.07
H 20.07 -2.79 6.41
H 21.59 -2.66 9.02
H 20.76 -3.97 8.43
```

## Properties
- multiplicity = 2
- frontier orbital gap (alpha / beta) (eV) = 1.585 / 10.031
- total charge = -1
- <S²> = 0.750
- E_tot (Eh) = -3620.73101